# 1
Computed, not measured: an isolated ion of composition C3H10N3 and charge +1 in a non-equilibrium geometry, with ωB97M-V with the def2-TZVPD basis set.

* net charge: +1
* SMILES: C[NH+](C)/N=C/N
* HOMO: -14.37 eV
* HOMO-LUMO gap: 11.30 eV
* LUMO level: -3.075 eV

CARTESIAN COORDINATES (ANGSTROEM)
C1 1.211 -1.116 -0.240
N1 0.477 0.063 0.247
C2 1.287 1.139 -0.166
N2 -0.722 -0.118 -0.367
C3 -1.807 0.064 0.262
N3 -3.051 -0.019 -0.207
H1 1.007 -1.252 -1.284
H2 2.283 -1.110 -0.112
H3 0.778 -1.961 0.181
H4 0.335 0.048 1.304
H5 1.603 0.983 -1.260
H6 0.570 1.957 -0.090
H7 2.175 1.266 0.438
H8 -1.694 0.332 1.294
H9 -3.766 -0.168 0.455
H10 -3.200 -0.111 -1.208

# 2
Computed, not measured: C42H37O9PRuS3 as an isolated structure, with ωB97M-V with the def2-TZVPD basis set.

* expectation value of S²: 8.76
* net charge: +1
* HOMO (alpha / beta): -10.17 / -10.16 eV
* HOMO-LUMO gap (alpha / beta): 8.08 / 5.48 eV
* LUMO level (alpha / beta): -2.090 / -4.676 eV
* 2S+1: 6

CARTESIAN COORDINATES (ANGSTROEM)
Ru1 -1.002 0.521 0.118
O1 -0.810 2.604 -0.660
S1 0.121 3.685 -0.134
C1 -0.967 5.052 0.380
C2 -2.381 4.673 0.800
C3 -3.316 4.486 -0.400
C4 -4.603 3.756 -0.039
S2 -4.445 1.944 -0.051
O2 -3.035 1.706 0.443
C5 -4.448 1.653 -1.807
C6 -3.296 1.748 -2.579
C7 -3.378 1.485 -3.936
C8 -4.595 1.135 -4.509
C9 -5.736 1.037 -3.728
C10 -5.663 1.285 -2.364
C11 0.629 3.020 1.443
C12 1.953 3.179 1.808
C13 2.417 2.563 2.966
C14 1.563 1.788 3.734
C15 0.235 1.620 3.356
C16 -0.242 2.240 2.212
H1 -0.978 5.720 -0.484
H2 -0.404 5.555 1.169
H3 -2.764 5.472 1.440
H4 -2.370 3.769 1.403
H5 -2.797 3.947 -1.193
H6 -3.578 5.464 -0.811
H7 -5.424 3.977 -0.723
H8 -4.937 3.999 0.972
H9 -2.350 2.028 -2.126
H10 -2.488 1.553 -4.548
H11 -4.651 0.930 -5.570
H12 -6.679 0.752 -4.174
H13 -6.541 1.179 -1.736
H14 2.627 3.741 1.173
H15 3.455 2.670 3.249
H16 1.935 1.304 4.627
H17 -0.436 1.011 3.947
H18 -1.287 2.104 1.936
O3 -4.426 -1.077 1.302
S3 -3.070 -1.253 0.899
O4 -2.055 -0.558 1.766
O5 -2.734 -0.838 -0.496
C17 -2.670 -2.972 0.936
C18 -3.609 -3.883 1.386
C19 -3.295 -5.234 1.359
C20 -2.059 -5.653 0.887
C21 -1.123 -4.726 0.448
C22 -1.421 -3.369 0.462
P1 -0.167 -2.122 0.011
C23 0.384 -2.545 -1.653
C24 1.642 -2.125 -2.093
C25 2.024 -2.342 -3.407
C26 1.154 -2.964 -4.293
C27 -0.102 -3.368 -3.863
C28 -0.491 -3.157 -2.549
C29 1.148 -2.536 1.185
C30 0.979 -2.054 2.484
C31 1.905 -2.368 3.467
C32 3.005 -3.158 3.157
C33 3.171 -3.642 1.868
C34 2.244 -3.336 0.881
H19 -4.568 -3.531 1.740
H20 -4.019 -5.960 1.704
H21 -1.817 -6.707 0.865
H22 -0.155 -5.062 0.096
H23 2.323 -1.632 -1.410
H24 3.003 -2.021 -3.738
H25 1.455 -3.133 -5.318
H26 -0.783 -3.850 -4.552
H27 -1.475 -3.471 -2.223
H28 0.115 -1.445 2.725
H29 1.767 -2.001 4.476
H30 3.728 -3.402 3.924
H31 4.025 -4.261 1.627
H32 2.381 -3.720 -0.121
O6 1.867 1.969 -1.464
C35 2.032 1.086 -0.644
O7 1.050 0.377 -0.114
C36 3.398 0.713 -0.170
C37 3.594 0.064 1.038
C38 4.879 -0.243 1.496
C39 5.926 0.112 0.684
O8 7.254 -0.095 0.887
C40 7.929 0.516 -0.218
O9 6.936 0.978 -1.131
C41 5.731 0.760 -0.529
C42 4.484 1.086 -0.983
H33 2.737 -0.199 1.644
H34 5.040 -0.742 2.441
H35 8.558 -0.226 -0.708
H36 8.517 1.361 0.143
H37 4.320 1.607 -1.915